Entry 1:
Below is the ion C5H15N2 with charge +1, with properties calculated with wB97M-V/def2-TZVPD.

The total charge is +1. The SMILES is NCCCCC[NH3+]. The total energy is -8401.517 eV. The calculation puts the orbital gap at 11.498 eV.

Last column: Mulliken charge in e.
Cartesian coordinates (Å):
C -1.6247 -0.9575 0.3734  -0.71
C -1.2519 0.3038 1.2231  -0.61
C -0.0957 1.3035 0.8104  -0.63
C 1.2878 0.6254 0.5694  -0.77
C 1.7005 0.5434 -0.8856  -0.70
N 0.5076 0.1065 -1.6321  -0.22
N -0.4941 -1.7687 -0.2752  -0.58
H -2.0275 -1.6900 1.0663  0.40
H -2.1302 -0.6026 -0.5120  0.38
H -2.1197 0.9415 1.0930  0.26
H -1.1068 -0.0298 2.2359  0.38
H 0.0468 1.8187 1.7333  0.30
H -0.4996 1.9286 0.0024  0.46
H 1.9291 1.3209 1.0652  0.47
H 1.3042 -0.3317 1.0767  0.41
H 2.1327 1.4415 -1.2951  0.42
H 2.4733 -0.2225 -0.9211  0.30
H -0.1893 0.8015 -1.7027  0.30
H 0.6708 -0.2173 -2.5824  0.39
H 0.1326 -0.8093 -1.0907  0.24
H -0.9200 -2.5748 -0.6870  0.26
H 0.2741 -1.9310 0.3349  0.25

***

Entry 2:
Below is the ion C5H15N2 with charge +1, with properties calculated with wB97M-V/def2-TZVPD.

The total charge is +1. The SMILES is NCCCCC[NH3+]. The total energy is -8401.762 eV. The calculation puts the orbital gap at 9.169 eV.

Last column: Mulliken charge in e.
Cartesian coordinates (Å):
C 1.0167 -0.2769 1.9818  -0.75
C 0.0668 -1.0443 1.0584  -0.55
C 0.5725 -1.1745 -0.3748  -0.79
C 0.4115 0.0337 -1.3203  -0.14
C -0.8785 0.0092 -2.1158  -0.70
N -1.9439 0.7154 -1.3544  -0.59
N 0.7803 1.2073 1.9494  -0.22
H 2.0103 -0.4787 1.5828  0.38
H 0.9485 -0.5854 3.0193  0.42
H -0.9529 -0.6452 1.0848  0.34
H 0.0974 -2.0582 1.4396  0.30
H 1.6021 -1.5530 -0.3131  0.47
H 0.0115 -2.0103 -0.7923  0.38
H 1.2719 0.0323 -1.9811  0.32
H 0.4714 0.9504 -0.7223  -0.08
H -0.7555 0.3916 -3.1325  0.37
H -1.2354 -1.0111 -2.2036  0.32
H -2.7144 0.9477 -1.9744  0.25
H -1.5621 1.6279 -1.1130  0.21
H -0.2073 1.3956 2.1365  0.37
H 0.9799 1.6243 1.0380  0.29
H 1.3635 1.6615 2.6533  0.39

***

Entry 3:
Below is the ion C5H15N2 with charge +1, with properties calculated with wB97M-V/def2-TZVPD.

The total charge is +1. The SMILES is CC(C)NCC[NH3+]. The total energy is -8400.716 eV. The calculation puts the orbital gap at 9.811 eV.

Last column: Mulliken charge in e.
Cartesian coordinates (Å):
N -2.5945 -0.5445 0.8211  -0.36
C -1.8421 -0.6871 -0.5768  -0.69
C -0.4473 -1.1650 -0.2341  -0.64
N 0.2373 -0.3284 0.6422  -0.39
C 1.6539 1.7731 0.8078  -1.73
C 0.9655 0.7804 -0.1067  0.66
C 1.8173 0.1342 -1.2078  -1.19
H -2.4726 -1.5288 1.2452  0.38
H -2.0593 0.0350 1.4102  0.32
H -3.6020 -0.2406 0.7096  0.37
H -1.8664 0.1808 -1.0555  0.47
H -2.3764 -1.4860 -1.2454  0.34
H 0.1253 -1.4452 -1.1553  0.27
H -0.5489 -2.1240 0.2511  0.54
H 1.0676 -0.7614 1.1786  0.32
H 1.9446 2.7161 0.4152  0.43
H 2.5999 1.4411 1.2061  0.43
H 1.1090 1.9417 1.7641  0.37
H 0.1128 1.4478 -0.4401  0.11
H 2.2594 -0.8346 -0.8643  0.32
H 1.1766 -0.1016 -2.1339  0.29
H 2.7404 0.7970 -1.4315  0.38

***

Entry 4:
Below is the ion C5H15N2 with charge +2, with properties calculated with wB97M-V/def2-TZVPD.

As for the spin multiplicity: 2. Its expectation value of S² is 0.755. The total charge is +2. The total energy is -8387.869 eV. The calculation puts the orbital gap (alpha / beta) at 12.100 / 7.311 eV.

Last column: Mulliken charge in e.
Cartesian coordinates (Å):
C 0.0933 1.4461 1.0752  -0.64
C 0.0738 1.1587 -0.5012  -0.68
C -1.2013 0.3022 -0.8125  -0.97
C -1.3202 -0.9764 -0.1246  -0.28
C -0.4860 -2.1853 -0.6875  -0.58
N 0.8405 -1.9809 -1.2290  -0.05
N 1.6125 1.3510 1.6615  -0.38
H -0.5683 0.8700 1.6088  0.52
H -0.2266 2.5834 1.1814  0.34
H 0.9854 0.6945 -0.7917  0.32
H 0.0470 2.0163 -1.2053  0.41
H -2.0612 1.0372 -0.7167  0.38
H -1.2128 0.2506 -1.9256  0.40
H -2.3850 -1.0308 -0.0348  0.45
H -1.1171 -0.6865 0.8954  0.26
H -0.4743 -2.9164 0.1910  0.40
H -1.0583 -2.7501 -1.4176  0.34
H 1.5927 -2.0321 -0.6193  0.32
H 1.0373 -1.2019 -1.8884  0.35
H 2.1366 2.2198 1.4208  0.39
H 2.1102 0.5822 1.1867  0.32
H 1.5819 1.2485 2.7333  0.38

***

Entry 5:
Below is a cluster of 2 separate species, C5H15N2 in total, with properties calculated with wB97M-V/def2-TZVPD.

As for the spin multiplicity: 2. Its expectation value of S² is 0.755. The total charge is +2. The total energy is -8382.883 eV. The calculation puts the orbital gap (alpha / beta) at 4.438 / 4.390 eV.

Last column: Mulliken charge in e.
Cartesian coordinates (Å):
C -0.8227 -0.1987 1.0815  -0.66
N -0.1063 -1.4764 0.8479  0.06
C -0.7040 -2.7003 1.3168  -0.75
C -0.3841 0.9501 0.0348  0.11
N -0.3515 0.4060 -1.1875  -0.27
C 1.6832 2.2505 -0.7133  -1.28
C 1.1128 1.4181 0.4318  -0.45
H -0.6034 0.1846 2.0682  0.44
H -1.9002 -0.3149 0.9345  0.43
H 0.0525 -1.5099 -0.1514  0.36
H -0.0398 -3.5307 1.0591  0.34
H -0.8974 -2.6308 2.3876  0.37
H -1.6330 -2.8980 0.7570  0.40
H -1.0239 1.8358 0.1075  0.60
H -2.0684 -2.5727 -7.2956  -0.02
H -1.1395 0.6934 -1.7988  0.36
H -1.8391 -2.1603 -7.8783  0.02
H 2.6960 2.5580 -0.4816  0.37
H 1.6912 1.6275 -1.6107  0.42
H 1.1086 3.1534 -0.9269  0.39
H 1.0661 1.9446 1.3767  0.42
H 1.7104 0.5085 0.5311  0.36

***

Entry 6:
Below is the ion C5H15N2 with charge +2, with properties calculated with wB97M-V/def2-TZVPD.

As for the spin multiplicity: 2. Its expectation value of S² is 0.754. The total charge is +2. The total energy is -8386.941 eV. The calculation puts the orbital gap (alpha / beta) at 12.980 / 6.612 eV.

Last column: Mulliken charge in e.
Cartesian coordinates (Å):
C -1.2767 0.5987 -1.0875  -0.38
N 0.0500 0.7405 -1.6583  -0.07
C 0.3499 -0.4606 -2.5606  -0.97
C -1.0575 -0.4623 0.1883  -0.72
N 0.3683 -0.5512 0.5793  -0.21
C 1.0384 0.6025 1.3113  -0.27
C 0.6434 0.2503 2.8290  -0.96
H -1.6897 1.6016 -0.6280  0.41
H -2.0695 0.1710 -1.7424  0.35
H -0.0370 1.5574 -2.3061  0.40
H -0.1582 -1.3381 -2.0907  0.45
H -0.0605 -0.4088 -3.5414  0.34
H 1.3829 -0.5934 -2.6535  0.41
H -1.6362 -0.1148 1.0159  0.33
H -1.3680 -1.4869 -0.1057  0.49
H 0.4712 -1.4591 1.1681  0.46
H 0.8883 -0.7670 -0.3353  0.37
H 2.1336 0.5850 1.0440  0.34
H 0.5600 1.4965 0.9027  0.31
H 1.0547 0.7819 3.7229  0.35
H 0.8629 -0.8785 2.9687  0.27
H -0.4503 0.1353 2.9794  0.32

***

Entry 7:
Below is a cluster of 2 separate species, C5H15N2O in total, with properties calculated with wB97M-V/def2-TZVPD.

The total charge is -1. The total energy is -10454.385 eV. The calculation puts the orbital gap at 5.530 eV.

Last column: Mulliken charge in e.
Cartesian coordinates (Å):
C -0.1581 -0.5292 -0.7330  -0.82
N -0.3461 -2.0014 -0.7610  -0.05
C -1.6927 -2.3929 -0.5698  -0.91
C 0.2884 -2.5567 -1.8968  -0.94
H -0.6469 -0.1834 0.1958  0.28
H -0.6112 -0.0761 -1.6512  0.25
H 0.9331 -0.3473 -0.6303  0.38
H -1.7071 -3.4558 -0.3073  0.30
H -2.1203 -1.8263 0.2634  0.30
H -2.3579 -2.1275 -1.4373  0.30
H 0.3986 -3.6226 -1.7382  0.30
H 1.2546 -2.0733 -2.0832  0.30
H -0.3187 -2.4075 -2.8340  0.32
C 0.6771 3.4527 1.5384  -0.37
O 0.0379 4.4096 0.9540  -0.84
C 0.3742 2.0858 0.9373  -0.49
N 1.0073 0.9556 1.6387  -0.50
H 1.8183 3.4051 1.4017  0.08
H 0.4059 3.3575 2.6441  0.12
H -0.7310 1.9331 0.8957  0.33
H 0.7886 2.0364 -0.0841  0.26
H 0.7052 0.8764 2.5972  0.20
H 2.0008 1.0878 1.6597  0.20

***

Entry 8:
Below is the ion C5H15N2O with charge +1, with properties calculated with wB97M-V/def2-TZVPD.

The total charge is +1. The SMILES is CNC[C@H]([NH3+])[C@@H](C)O. The total energy is -10449.102 eV. The calculation puts the orbital gap at 9.681 eV.

Last column: Mulliken charge in e.
Cartesian coordinates (Å):
N 1.6878 -0.1187 0.2854  -0.26
C 0.3387 0.1766 -0.3469  -0.03
C 0.1320 1.6858 -0.2359  -0.04
C -1.2698 2.2771 -0.3598  -1.32
O 0.6527 1.9511 1.1174  -0.57
C -0.7460 -0.7515 0.2370  -0.72
N -0.9289 -1.9191 -0.5864  -0.29
C -0.0749 -3.0563 -0.2428  -0.92
H 1.6344 -0.0312 1.2978  0.36
H 2.3578 0.5713 -0.0437  0.34
H 2.0006 -1.0692 0.0674  0.30
H 0.4476 -0.1846 -1.3730  0.36
H 0.7761 2.2154 -0.9231  0.44
H -1.4438 2.5367 -1.3967  0.36
H -1.2500 3.2538 0.0968  0.41
H -2.0313 1.6338 0.0612  0.38
H 0.4715 2.8828 1.3448  0.35
H -1.6437 -0.1649 0.2061  0.38
H -0.5099 -0.9792 1.2879  0.29
H -1.8921 -2.1834 -0.6982  0.26
H -0.4074 -3.9243 -0.8061  0.36
H 0.9315 -2.8468 -0.6052  0.24
H -0.1580 -3.3368 0.8098  0.32

***

Entry 9:
Below is a cluster of 3 separate species, C5H15N2O in total, with properties calculated with wB97M-V/def2-TZVPD.

The total charge is +1. The total energy is -10440.678 eV. The calculation puts the orbital gap at 4.468 eV.

Last column: Mulliken charge in e.
Cartesian coordinates (Å):
C -2.0343 0.3401 -0.3868  -1.16
C -2.0679 1.3258 0.8090  -0.08
C -1.4567 2.6735 0.5262  -0.25
C -0.1000 2.5865 -0.1095  -1.02
N 2.6711 -3.2270 -0.9938  -0.41
C 1.8453 -2.1256 -0.6026  0.10
N 0.6171 -2.0151 -0.5243  -0.33
H -2.5854 0.4366 -1.2595  0.44
H -1.0156 0.1932 -0.7549  0.10
H -2.2153 -0.6290 0.1046  0.39
H -3.1439 1.3380 1.1771  0.40
H -1.5100 0.7889 1.6872  0.16
H 0.6940 1.7896 0.1468  0.23
H -2.1900 3.3157 -0.0373  0.29
H 0.5558 3.4751 -0.0011  0.38
H -0.1605 2.6227 -1.1802  0.38
H 2.1082 -4.1130 -1.2234  0.29
H 3.3971 -3.0309 -1.6357  0.28
H 2.4353 -1.2996 -0.2694  0.35
H 0.2452 -1.0956 -0.0014  0.42
H -1.2393 3.0853 1.5697  0.24
H 0.8182 -0.4528 1.8012  0.30
O 0.4587 0.1835 1.1358  -0.47

***

Entry 10:
Below is a cluster of 2 separate species, C5H15N2O in total, with properties calculated with wB97M-V/def2-TZVPD.

The total charge is +1. The total energy is -10448.459 eV. The calculation puts the orbital gap at 7.818 eV.

Last column: Mulliken charge in e.
Cartesian coordinates (Å):
C 1.1875 0.3751 2.5144  -0.43
O 1.7582 0.8963 3.6910  -0.49
C -0.0032 1.2842 2.2420  -0.58
N -0.8809 0.6917 1.1689  -0.20
H 0.8357 -0.6496 2.6659  0.33
H 1.8935 0.4007 1.6823  0.34
H 2.5450 0.3886 3.9226  0.33
H -0.6145 1.3497 3.1407  0.38
H 0.3031 2.2714 1.9100  0.34
H -1.1937 -0.2460 1.4259  0.41
H -0.4210 0.6186 0.2537  -0.11
H -1.7014 1.2802 1.0177  0.42
C 0.3817 0.7711 -2.1255  -1.15
C -0.0280 -0.5719 -2.6623  -0.04
C -0.8960 -1.3997 -2.0944  -0.03
N -1.3694 -2.6007 -2.6358  -0.51
H -0.3726 1.2060 -1.4633  0.36
H 1.3364 0.7034 -1.5949  0.26
H 0.4749 1.4954 -2.9294  0.40
H 0.4369 -0.8667 -3.5972  0.27
H -1.4111 -1.1286 -1.1741  0.21
H -1.4633 -3.3450 -1.9513  0.24
H -0.7978 -2.9242 -3.4071  0.25

***

Entry 11:
Below is a cluster of 2 separate species, C5H15N2O in total, with properties calculated with wB97M-V/def2-TZVPD.

The total charge is +1. The total energy is -10448.094 eV. The calculation puts the orbital gap at 11.995 eV.

Last column: Mulliken charge in e.
Cartesian coordinates (Å):
C 0.4090 -2.1494 2.0143  -1.41
C 1.0699 0.6330 -1.4611  -0.97
C -0.5125 2.1920 -0.2833  -0.90
C 0.2316 -1.4425 0.6558  -0.02
C 0.5097 0.0566 0.7656  0.35
N 1.1257 0.7501 1.6124  -0.53
N 0.0221 0.8294 -0.4096  0.25
O -2.2388 -0.1713 -1.9206  -0.58
H -0.1478 -1.5898 2.8208  0.37
H 0.1729 -3.2899 1.8678  0.33
H 1.3994 -2.2324 2.3554  0.40
H 0.6747 1.1433 -2.3898  0.35
H 1.8325 1.1975 -0.9843  0.50
H 1.5568 -0.3170 -1.4926  0.30
H -1.3745 2.1918 0.2818  0.39
H 0.2521 2.5891 0.3730  0.44
H -0.6118 2.8600 -1.2061  0.27
H -0.8080 -1.7352 0.3012  0.23
H 0.9646 -1.8951 -0.1379  0.23
H 1.5512 0.3355 2.3997  0.29
H -2.3413 0.2014 -2.7623  0.26
H -0.6961 0.2833 -0.8061  0.20
H -3.0413 -0.4405 -1.5941  0.27

***

no.,F_max (hartree/bohr)
1,0.0506
2,0.0208
3,0.1005
4,0.1225
5,0.0681
6,0.1330
7,0.0415
8,0.0383
9,0.0898
10,0.0092
11,0.0746